(1)
{"formula": "C2H7N3", "method": "ωB97M-V with the def2-TZVPD basis set", "symbols": ["N", "H", "H", "C", "N", "H", "H", "H", "C", "N", "H", "H"], "positions_angstrom": [[-3.046, -0.074, -1.935], [0.954, 0.447, 2.430], [3.484, -0.091, 1.177], [1.713, -0.309, 2.210], [1.715, -1.351, 2.921], [2.142, -2.127, 2.414], [-3.669, 0.260, -1.179], [2.298, 0.807, 0.639], [-2.783, 0.622, -2.938], [2.477, -0.095, 1.065], [-3.113, 0.371, -3.952], [-2.174, 1.540, -2.852]], "forces_ev_per_a": [[-1.04, 1.08, -0.34], [0.43, 0.33, 0.18], [-0.03, -0.73, 0.33], [-0.31, -0.30, 0.11], [-0.79, -0.34, -0.32], [0.82, 0.15, 0.40], [0.53, -0.74, 0.57], [-0.32, -0.06, 0.04], [0.37, 0.12, -0.33], [0.21, 0.98, -0.75], [0.15, -0.44, -0.08], [-0.01, -0.04, 0.19]], "mulliken_charge": [-0.05, 0.29, 0.24, 0.11, -0.56, 0.25, 0.39, 0.26, 0.02, -0.59, 0.32, 0.32], "charge": 1, "s2": 0.760, "relative_energy_kj_mol": 326.6, "lumo_ev": [-7.56, -9.18], "multiplicity": 2, "homo_energy_ev": [-11.61, -11.61], "gap_ev": [4.1, 2.4]}


(2)
{"formula": "C2H3ClO2", "method": "ωB97M-V with the def2-TZVPD basis set", "symbols": ["H", "O", "H", "Cl", "C", "C", "O", "H"], "positions_angstrom": [[2.534, -1.218, -0.718], [-0.803, -0.483, 0.867], [0.328, 1.167, 1.053], [3.162, -0.101, -0.585], [0.055, 0.438, 0.330], [-1.698, -0.158, -0.083], [-0.914, 0.815, -0.651], [-2.664, -0.459, -0.213]], "forces_ev_per_a": [[0.06, 0.32, 0.06], [-2.23, -0.07, -0.71], [0.47, 0.88, 0.21], [0.17, -0.29, -0.11], [0.27, -0.36, -1.33], [4.57, 1.97, 0.78], [-1.28, -1.48, 1.87], [-2.03, -0.97, -0.77]], "mulliken_charge": [0.24, -0.25, 0.26, -0.26, -0.15, 0.04, -0.29, 0.41], "charge": 0, "smiles": "O1[C@H]2O[C@@H]12.Cl", "relative_energy_kj_mol": 431.9, "lumo_ev": [0.53, 0.53], "homo_energy_ev": [-7.98, -7.98], "gap_ev": [8.5, 8.5]}


(3)
{"formula": "C44H43BClIO3", "method": "ωB97M-V with the def2-TZVPD basis set", "symbols": ["C", "H", "C", "C", "H", "C", "C", "C", "C", "C", "H", "H", "H", "C", "H", "O", "H", "H", "H", "C", "C", "C", "H", "H", "C", "C", "C", "C", "B", "H", "H", "C", "H", "C", "C", "C", "C", "C", "C", "C", "C", "H", "H", "C", "C", "C", "C", "O", "H", "H", "C", "C", "H", "H", "H", "C", "C", "H", "H", "H", "I", "H", "H", "H", "H", "H", "C", "H", "C", "H", "H", "H", "H", "H", "H", "H", "H", "Cl", "H", "C", "O", "C", "C", "H", "C", "H", "C", "H", "C", "C", "H", "C", "C"], "positions_angstrom": [[5.723, 5.797, 0.318], [5.432, -4.068, 9.065], [-3.806, -1.049, 3.807], [2.429, -1.870, 8.042], [-1.903, -5.473, -9.864], [-1.584, -1.729, -7.734], [-4.127, -2.291, 3.275], [-1.400, 0.101, 6.510], [4.587, -3.454, 8.778], [0.095, 2.388, -3.127], [-1.664, -2.058, -6.705], [0.240, 0.349, -9.690], [-4.319, 3.352, 2.082], [0.018, -4.773, -9.212], [6.843, 5.716, -3.380], [-3.800, 3.300, -0.584], [-1.639, 3.222, 1.843], [-4.191, 1.530, 2.079], [-3.374, 2.460, 3.324], [-0.999, 2.016, -2.141], [-2.363, 2.493, 1.429], [-0.548, -7.095, -9.489], [3.753, 5.410, -0.458], [2.016, -4.368, -8.544], [1.005, 3.291, -2.805], [4.796, 5.570, -0.692], [-1.088, 2.338, 7.339], [-0.513, -0.378, -9.412], [-2.573, 2.936, -0.092], [4.127, -2.879, 10.794], [2.889, -2.447, 6.027], [-5.882, -1.033, 5.024], [-3.446, -2.779, 2.589], [-0.618, -0.799, -8.092], [-6.200, -2.277, 4.496], [0.729, -7.455, -9.080], [-0.329, 3.881, -0.647], [-0.905, -5.754, -9.551], [-2.449, -2.235, -8.695], [-4.684, -0.421, 4.683], [1.651, -6.475, -8.736], [-1.266, -7.859, -9.760], [-1.873, 1.504, 1.366], [7.463, 5.981, -1.339], [5.200, 5.544, -2.008], [3.159, -2.542, 7.071], [3.855, -2.785, 9.749], [-1.631, 1.019, -2.247], [1.007, -8.501, -9.029], [-7.133, -2.757, 4.764], [0.970, 3.948, -1.410], [-1.235, 2.973, -0.996], [-0.536, 4.555, 0.185], [-3.963, 2.931, -1.466], [0.054, -0.402, -7.342], [-5.322, -2.907, 3.623], [-0.633, 1.826, 8.547], [-1.286, -0.568, -11.404], [-1.703, -0.571, 5.717], [-2.871, -0.570, 3.539], [0.134, 1.467, -5.047], [4.805, -3.864, 6.683], [2.201, -1.474, 10.139], [2.646, -6.756, -8.415], [-5.570, -3.878, 3.214], [-0.195, 0.053, 9.675], [6.532, 5.744, -2.343], [-0.337, 2.498, 9.343], [7.058, 6.006, -0.008], [-6.567, -0.541, 5.702], [-1.835, 1.874, 5.381], [-0.872, -1.482, 7.859], [-1.143, 3.409, 7.191], [5.407, 5.811, 1.354], [-3.207, -2.956, -8.415], [8.503, 6.145, -1.593], [-3.016, -2.215, -10.765], [2.263, 3.815, -3.900], [4.456, 5.367, -2.769], [1.296, -5.134, -8.806], [1.895, 4.469, -0.874], [4.237, -3.337, 7.439], [-3.674, 2.484, 2.260], [1.590, -1.249, 7.755], [-0.554, 0.452, 8.734], [7.785, 6.187, 0.775], [-1.475, 1.475, 6.322], [-4.432, 0.548, 5.100], [-2.342, -1.817, -10.015], [2.774, -1.994, 9.381], [-0.260, -3.728, -9.265], [-0.936, -0.411, 7.714], [-1.372, -0.891, -10.374]], "forces_ev_per_a": [[0.18, 0.03, -0.08], [-0.02, 0.01, -0.01], [-0.07, 0.01, 0.03], [0.00, 0.00, -0.02], [0.02, 0.01, 0.00], [-0.03, 0.02, 0.06], [0.03, 0.01, 0.00], [0.02, -0.01, -0.04], [0.00, -0.01, 0.00], [-0.44, -0.64, -0.81], [0.00, 0.01, -0.02], [-0.01, -0.02, 0.00], [0.16, -0.34, -0.07], [0.04, 0.03, -0.02], [0.00, 0.02, 0.02], [0.24, -0.91, 0.04], [-0.06, -0.53, 0.04], [-0.21, 0.54, -0.03], [-0.41, 0.13, -0.27], [1.33, 1.77, 0.25], [-0.80, 1.19, -0.81], [-0.02, 0.00, 0.01], [0.19, 0.04, 0.05], [-0.02, -0.01, 0.00], [0.80, 1.03, 0.46], [-0.15, 0.06, 0.53], [-0.02, 0.00, -0.01], [0.04, 0.01, 0.00], [0.36, -0.62, 0.19], [0.00, 0.00, -0.02], [0.00, 0.00, 0.02], [0.01, -0.02, 0.00], [-0.01, 0.00, 0.02], [-0.05, -0.01, -0.05], [0.01, 0.01, 0.00], [0.01, 0.01, 0.00], [0.13, -0.40, -1.18], [0.02, -0.01, 0.00], [-0.05, 0.02, -0.01], [0.05, 0.01, -0.04], [-0.01, 0.01, -0.01], [0.02, 0.01, 0.01], [-0.08, 0.36, 0.29], [-0.04, -0.02, 0.04], [0.09, 0.00, -0.35], [0.02, -0.03, 0.03], [-0.01, 0.00, 0.01], [-1.09, -1.41, -0.28], [-0.01, 0.02, 0.00], [0.02, 0.01, -0.01], [-1.49, -0.26, 0.21], [-1.03, -0.30, 0.08], [0.65, -0.06, -0.20], [0.10, 0.63, -0.01], [0.04, -0.07, -0.04], [-0.02, 0.00, 0.00], [0.02, 0.00, 0.01], [0.00, 0.00, 0.02], [0.00, 0.00, 0.04], [-0.02, 0.00, -0.01], [-0.34, 0.18, 0.96], [0.00, 0.02, 0.02], [0.02, 0.00, -0.01], [-0.02, 0.00, -0.01], [0.00, 0.03, 0.00], [-0.01, 0.01, -0.02], [0.08, 0.04, 0.09], [0.00, -0.01, -0.02], [-0.06, -0.02, -0.04], [0.02, -0.01, -0.01], [0.01, -0.01, 0.01], [-0.02, 0.02, 0.00], [-0.01, -0.02, 0.01], [0.01, 0.01, -0.02], [0.03, 0.01, 0.00], [-0.02, -0.01, 0.01], [0.01, 0.01, 0.01], [-0.52, -0.17, 0.88], [-0.01, -0.03, -0.16], [0.00, -0.03, 0.01], [1.31, 0.47, -0.25], [-0.01, 0.02, 0.00], [1.08, -0.77, 0.49], [0.04, 0.01, 0.00], [-0.02, 0.00, -0.02], [0.00, 0.00, -0.02], [0.01, 0.00, 0.02], [0.00, -0.02, 0.00], [0.00, 0.01, 0.01], [0.02, -0.01, -0.02], [0.02, -0.02, 0.00], [-0.05, 0.02, 0.03], [0.00, -0.02, 0.00]], "mulliken_charge": [-0.49, 0.35, -0.11, 0.03, 0.36, -0.42, -0.61, -0.16, -0.44, -0.27, 0.39, 0.36, 0.39, 0.17, 0.36, -0.61, 0.32, 0.27, 0.12, 0.27, -0.50, -0.38, 0.49, 0.36, 0.45, -0.16, -0.51, -0.54, 0.38, 0.36, 0.36, -0.52, 0.36, -0.40, -0.37, -0.44, -0.44, -0.40, -0.42, -0.22, -0.34, 0.36, 0.26, -0.37, -0.23, -0.58, -0.41, -0.52, 0.35, 0.36, -0.16, 0.53, 0.46, 0.33, 0.49, -0.33, -0.46, 0.37, 0.27, 0.42, 0.27, 0.36, 0.32, 0.36, 0.36, 0.38, -0.45, 0.37, -0.36, 0.37, 0.39, 0.47, 0.38, 0.37, 0.40, 0.35, 0.38, -0.22, 0.20, -0.58, -0.40, -0.32, -0.93, 0.33, -0.24, 0.36, -0.13, 0.29, -0.35, -0.38, 0.18, -0.76, -0.33], "charge": 0, "smiles": "CCB(O)C1=CC(=O)C(Cl)=C(I)C1=O.c1ccccc1.c1ccccc1.c1ccccc1.c1ccccc1.c1ccccc1.c1ccccc1", "lumo_ev": -1.60, "homo_energy_ev": -9.09, "gap_ev": 7.5}


(4)
{"formula": "C3H12N2O2", "method": "ωB97M-V with the def2-TZVPD basis set", "symbols": ["H", "N", "H", "H", "H", "H", "O", "H", "H", "C", "H", "H", "C", "H", "C", "N", "O", "H", "H"], "positions_angstrom": [[0.363, -2.203, -1.214], [-0.711, -0.170, 0.091], [-2.191, -1.490, -0.122], [0.268, 2.915, -0.824], [-1.787, -0.770, -1.692], [-0.611, -2.941, -0.148], [1.452, -1.345, 2.448], [1.091, -0.663, 1.868], [1.998, 2.439, 0.572], [-1.380, -1.162, -0.768], [-0.809, 2.344, 0.393], [-0.407, 0.987, -1.634], [0.177, 2.148, -0.047], [1.015, 0.363, -0.948], [0.080, 0.802, -0.665], [-0.608, -2.360, -0.972], [1.133, 2.290, 0.976], [-1.376, 0.381, 0.626], [2.304, -1.565, 2.059]], "forces_ev_per_a": [[-0.15, 0.18, -0.11], [0.36, 0.85, -0.29], [-0.56, -0.01, -0.39], [0.36, -0.04, 0.01], [0.18, 0.28, -0.36], [0.02, 0.07, 0.19], [0.14, -0.01, -0.05], [-0.22, -0.03, -0.07], [-0.22, -0.07, 0.13], [0.13, -0.57, 2.19], [0.16, 0.14, 0.23], [-0.18, -0.03, -0.16], [-0.48, 0.62, 0.32], [0.96, -0.09, 0.11], [-0.91, -0.70, -1.18], [0.27, -0.29, -0.70], [0.38, 0.08, 0.12], [-0.23, -0.39, -0.05], [-0.03, 0.00, 0.06]], "mulliken_charge": [0.22, -0.23, 0.38, 0.32, 0.37, 0.28, -0.67, 0.33, 0.31, -0.65, 0.32, 0.40, -0.71, 0.33, -0.47, -0.57, -0.49, 0.22, 0.31], "charge": 0, "smiles": "NCNCCO.O", "relative_energy_kj_mol": 149.3, "lumo_ev": 0.73, "homo_energy_ev": -9.28, "gap_ev": 10.0}